(1)
The following is a DFT calculation (the ωB97M-V functional and the def2-TZVPD basis) of C43H44ClF2N4O6SiZr as an isolated structure.

```
102
Properties=species:S:1:pos:R:3
Zr -1.16 0.63 -0.42
Cl 3.72 -0.74 5.98
Si -0.39 1.81 2.78
F 2.21 4.77 0.03
F 4.02 0.62 1.21
O -0.66 -1.14 0.67
O -2.83 0.51 0.73
O -1.45 1.21 -2.47
O 0.71 0.18 -1.44
O 0.50 -4.00 2.31
O 0.91 -2.55 -0.10
N 2.87 0.29 -1.86
N -2.17 -0.93 -2.90
N -2.46 -0.86 -1.54
N -1.56 2.83 -0.29
C -3.17 -1.78 -1.02
C 4.21 -0.07 -2.31
C -1.88 2.96 2.84
C 0.43 1.63 1.08
C -1.00 -0.49 -6.92
C 3.09 2.76 0.73
C 2.37 -1.36 -4.24
C 1.66 0.83 1.27
C -1.79 5.54 -0.77
C 0.66 3.00 0.46
C -0.33 0.67 -7.29
C 1.61 -2.31 5.35
C -0.82 0.14 3.55
C -0.47 -3.68 4.98
C 2.41 -2.63 2.72
C -4.45 -2.76 0.82
C -1.65 0.21 -3.26
C -5.01 -1.51 2.78
C -5.10 -2.69 2.03
C -0.11 1.68 -6.36
C -0.56 1.53 -5.06
C 3.18 -1.86 3.57
C 0.86 2.56 3.98
C -0.54 -3.27 1.66
C 1.99 3.49 0.44
C -2.92 4.68 -0.96
C 1.69 -0.30 -2.04
C 1.24 -3.23 3.17
C -4.28 -0.44 2.32
C 2.87 1.38 1.11
C 3.79 -1.90 -4.03
C -1.23 0.37 -4.68
C -0.01 -2.25 0.64
C -1.45 -0.64 -5.62
C -2.72 3.36 -0.70
C -0.45 3.64 -0.08
C 4.38 -1.53 -2.67
C 2.77 -1.71 4.88
C -0.61 5.05 -0.35
C 1.52 -1.47 -2.97
C 0.82 -3.07 4.50
C -3.68 -1.70 0.33
C -3.56 -0.52 1.11
H -2.73 2.60 2.26
H 4.08 3.18 0.71
H 4.07 -1.35 3.21
H 0.46 -1.52 -3.20
H -1.60 3.95 2.45
H -1.62 -0.40 3.05
H -2.18 3.08 3.89
H -4.54 -3.66 0.21
H 4.87 0.18 -1.48
H -4.19 0.47 2.89
H -3.48 -2.62 -1.64
H -0.42 -3.88 6.05
H -0.69 -4.60 4.44
H -1.90 6.61 -0.94
H -1.29 -2.98 4.81
H 4.49 0.57 -3.15
H 3.79 -2.99 -4.13
H -1.10 0.30 4.60
H -5.53 -1.43 3.72
H 1.77 1.95 4.03
H 0.03 0.79 -8.31
H -5.68 -3.53 2.40
H -3.88 5.05 -1.29
H -1.18 -2.77 2.38
H 0.41 2.58 -6.65
H -0.40 2.30 -4.32
H 1.31 -2.17 6.38
H 0.23 5.71 -0.17
H 0.07 -0.49 3.54
H 1.75 -2.37 -2.40
H 2.41 -0.31 -4.56
H -1.12 -4.01 1.11
H 2.68 -2.76 1.67
H 0.45 2.64 4.99
H -1.96 -1.54 -5.31
H -1.16 -1.28 -7.64
H -3.53 2.65 -0.84
H 4.44 -1.51 -4.82
H 2.81 1.06 -1.19
H 1.60 -0.22 1.53
H 1.16 3.56 3.65
H 1.88 -1.90 -5.05
H 3.93 -2.14 -1.88
H 5.45 -1.76 -2.67
```

For the HOMO energy, the calculation gives -2.31 eV. The value obtained for the lowest unoccupied orbital energy is 2.166 eV. As for the frontier orbital gap: 4.48 eV. The calculation puts the total energy at -90674.7318 eV. The relative energy (zero: lowest compared OMol25 entry of this formula, charge and spin) comes out at 0.243 eV. The max |F| is 2.019 eV Å⁻¹. As for the charge: -1. Its spin multiplicity is 1.

Atomic partial charges in e from the Löwdin method, atoms 1 to 8: number 1, Zr, carries 1.8627; number 2, Cl, carries 0.6361; number 3, Si, carries 0.5205; number 4, F, carries 0.0339; number 5, F, carries -0.0055; number 6, O, carries -0.1808; number 7, O, carries -0.2386; number 8, O, carries -0.1804

***

(2)
The following is a DFT calculation (the ωB97M-V functional and the def2-TZVPD basis) of C43H45As2IMnN2OSi as an isolated structure.

```
96
Properties=species:S:1:pos:R:3
I 0.75 0.66 -2.97
As 0.93 -0.02 2.09
As 3.16 0.51 -0.08
Mn 0.49 0.25 -0.32
Si -1.88 0.31 0.34
O 0.31 -1.67 -0.64
N -0.88 -4.54 -2.13
N -0.37 -3.84 -1.07
C 0.79 2.71 -2.68
C 0.65 4.57 -1.20
C -4.18 -0.80 -2.89
C 1.29 -5.32 -0.07
C -4.00 2.01 3.45
C -0.27 -2.53 -1.41
C -1.84 -4.10 -4.37
C -1.18 -3.67 -3.11
C -2.68 0.31 -1.34
C 0.86 5.42 -2.32
C 3.30 1.49 1.57
C -4.17 3.32 3.05
C 0.00 -5.10 2.38
C -0.48 -4.39 1.29
C -2.71 1.56 1.44
C 0.39 2.31 -0.22
C 0.98 3.51 -3.77
C 3.99 1.69 -1.37
C 1.76 -6.02 1.02
C 4.31 2.41 1.84
C 0.48 5.14 0.09
C -3.32 1.39 -3.41
C 4.56 -0.81 0.16
C -1.30 -5.93 -2.04
C 1.02 4.91 -3.58
C 0.18 2.93 0.98
C 2.33 1.24 2.54
C 0.24 4.33 1.16
C -0.26 0.07 3.61
C -4.11 0.29 -3.75
C 0.17 -4.51 0.07
C 3.36 2.83 4.01
C 0.61 3.16 -1.36
C -3.47 -0.79 -1.70
C 4.33 3.08 3.05
C 2.36 1.91 3.76
C -0.81 -2.40 -2.70
C -2.92 2.88 1.04
C -2.62 1.40 -2.22
C -3.28 1.13 2.64
C 1.12 -5.92 2.25
C 1.77 -1.74 2.42
C -3.64 3.76 1.84
H -1.99 -3.25 -5.02
H -2.13 -1.02 0.95
H -4.44 1.66 4.37
H -2.02 2.27 -1.97
H -4.81 -1.64 -3.14
H -4.73 4.01 3.67
H -0.94 -1.50 -3.27
H 0.52 6.22 0.20
H 5.07 2.62 1.10
H 2.61 -1.56 3.09
H -1.15 -6.28 -1.02
H -0.73 1.04 3.72
H 0.36 -0.16 4.48
H 4.69 -1.39 -0.75
H 5.11 3.81 3.25
H 4.32 -1.46 0.99
H 3.97 1.21 -2.35
H -2.81 -4.55 -4.16
H -1.02 -0.69 3.50
H 3.38 3.35 4.96
H 2.63 -6.66 0.92
H -3.28 2.25 -4.07
H -4.66 0.29 -4.68
H -0.08 2.37 1.87
H -1.37 -3.78 1.36
H 1.18 5.56 -4.43
H 0.89 6.49 -2.16
H -2.52 3.25 0.10
H 0.07 4.75 2.14
H -3.54 -1.64 -1.03
H -2.36 -6.01 -2.28
H 5.02 1.88 -1.09
H -0.51 -5.04 3.33
H 2.10 -2.20 1.50
H 1.05 -2.38 2.91
H 1.60 1.73 4.51
H 1.78 -5.39 -1.04
H 1.48 -6.48 3.10
H -1.23 -4.84 -4.89
H -0.72 -6.55 -2.72
H 3.44 2.63 -1.42
H -3.19 0.09 2.95
H 5.48 -0.27 0.38
H -3.79 4.78 1.52
H 1.11 3.09 -4.76
```

For the HOMO energy (alpha / beta), the calculation gives -12.81 / -12.83 eV. The value obtained for the lowest unoccupied orbital energy (alpha / beta) is -6.654 / -5.359 eV. The expectation value of S² is 4.059. As for the frontier orbital gap (alpha / beta): 6.16 / 7.47 eV. The calculation puts the total energy at -219311.4290 eV. The relative energy (zero: lowest compared OMol25 entry of this formula, charge and spin) comes out at 0.069 eV. The max |F| is 0.423 eV Å⁻¹. As for the charge: +2. Its spin multiplicity is 4.

Atomic partial charges in e from the Löwdin method, atoms 1 to 8: number 1, I, carries 1.3562; number 2, As, carries 1.1594; number 3, As, carries 1.1500; number 4, Mn, carries 0.1201; number 5, Si, carries 0.7361; number 6, O, carries -0.2268; number 7, N, carries -0.0290; number 8, N, carries 0.0708

***

(3)
The following is a DFT calculation (the ωB97M-V functional and the def2-TZVPD basis) of C43H45BFIrN8O4 as an isolated structure.

```
103
Properties=species:S:1:pos:R:3
Ir 11.69 14.78 13.79
F 12.03 19.77 18.26
O 16.18 14.98 10.25
O 11.65 16.92 14.37
O 10.48 15.41 12.29
O 8.52 16.24 11.62
N 11.41 14.37 9.52
N 11.63 13.83 15.66
N 13.65 14.31 13.20
N 11.50 10.27 14.45
N 15.45 14.88 8.09
N 8.54 19.50 14.00
N 14.87 13.17 9.59
N 11.17 9.47 12.21
C 9.58 17.44 13.33
C 10.42 18.64 15.26
C 15.56 18.55 8.10
C 8.64 18.42 13.18
C 11.17 19.71 17.18
C 9.46 19.60 15.04
C 14.36 13.41 13.07
C 9.71 14.70 7.08
C 11.29 18.69 16.34
C 10.42 10.53 17.21
C 11.19 11.95 17.00
C 13.48 13.23 9.75
C 10.69 13.50 10.18
C 9.50 16.29 12.35
C 15.50 17.27 8.59
C 15.64 20.31 6.25
C 15.54 14.42 9.38
C 7.13 21.17 15.11
C 12.73 14.32 9.30
C 12.49 13.83 17.85
C 10.43 9.64 14.89
C 11.88 10.07 13.19
C 15.58 16.22 7.64
C 9.41 20.69 15.90
C 7.47 20.50 13.78
C 7.84 21.50 12.67
C 9.71 8.83 14.03
C 12.77 12.19 10.38
C 11.04 12.61 15.84
C 10.56 17.61 14.30
C 11.83 12.61 18.09
C 15.84 17.82 5.85
C 15.75 18.89 6.75
C 10.13 8.78 12.69
C 8.39 21.81 15.73
C 11.42 12.38 10.65
C 10.15 9.60 16.35
C 12.44 14.33 16.58
C 10.70 15.63 9.14
C 15.78 16.45 6.27
C 10.46 15.89 7.68
C 9.76 17.23 7.55
C 10.25 20.76 16.96
B 15.26 12.15 13.17
H 15.32 12.61 10.32
H 15.96 18.02 4.78
H 9.54 8.12 11.99
H 12.96 14.48 18.56
H 12.89 15.28 16.45
H 7.94 18.42 12.35
H 10.88 11.61 11.14
H 11.27 16.43 9.64
H 6.60 19.93 13.44
H 10.21 13.77 7.34
H 10.12 21.52 17.67
H 15.05 14.25 7.39
H 6.97 22.08 12.49
H 13.15 15.22 8.84
H 8.28 22.23 16.70
H 8.04 20.83 11.83
H 10.39 12.39 15.04
H 15.43 19.35 8.78
H 8.86 17.22 8.22
H 6.73 20.36 15.77
H 9.76 15.54 9.70
H 9.64 13.70 10.43
H 15.91 15.70 5.53
H 14.57 20.45 5.87
H 11.62 12.35 19.13
H 9.57 17.51 6.52
H 10.44 17.94 8.06
H 8.76 14.63 7.55
H 15.27 11.54 12.13
H 11.47 15.94 7.21
H 8.70 22.10 12.83
H 9.64 14.70 6.01
H 16.28 20.45 5.38
H 6.41 21.97 14.91
H 8.92 8.11 14.32
H 9.62 8.67 16.46
H 15.38 17.12 9.63
H 14.82 11.36 13.98
H 8.82 22.57 15.08
H 10.55 10.33 18.30
H 16.30 12.65 13.44
H 12.04 17.93 16.45
H 12.88 10.53 12.92
H 15.89 21.03 7.03
H 13.27 11.26 10.70
```

For the HOMO energy (alpha / beta), the calculation gives -7.96 / -10.31 eV. The value obtained for the lowest unoccupied orbital energy (alpha / beta) is -2.699 / -6.045 eV. The expectation value of S² is 8.792. As for the frontier orbital gap (alpha / beta): 5.26 / 4.26 eV. The calculation puts the total energy at -71652.4805 eV. The relative energy (zero: lowest compared OMol25 entry of this formula, charge and spin) comes out at 2.356 eV. The max |F| is 7.262 eV Å⁻¹. As for the charge: +1. Its spin multiplicity is 6.

Atomic partial charges in e from the Löwdin method, atoms 1 to 8: number 1, Ir, carries 1.3391; number 2, F, carries 0.0544; number 3, O, carries 0.1095; number 4, O, carries -0.1548; number 5, O, carries -0.2628; number 6, O, carries 0.0550; number 7, N, carries -0.0492; number 8, N, carries -0.1291

***

(4)
The following is a DFT calculation (the ωB97M-V functional and the def2-TZVPD basis) of C43H45BrClN6PSbY as an isolated structure.

```
99
Properties=species:S:1:pos:R:3
Sb 2.48 2.27 -0.63
Y 0.20 -0.23 0.67
Br -1.34 -2.38 3.55
Cl -2.08 -1.98 0.43
P -0.88 -0.41 -2.19
N -0.85 1.08 3.31
N 1.09 -2.15 2.24
N 2.00 -0.91 -0.74
N -1.98 2.74 5.96
N 2.20 0.99 2.17
N -0.59 1.95 0.16
C -0.17 -2.77 -3.44
C 2.40 -2.44 2.08
C -2.95 1.39 0.44
C 2.27 -4.33 3.52
C -2.47 1.74 -3.14
C -1.87 2.39 0.17
C 3.29 -2.31 -2.19
C 0.45 -3.59 -4.36
C 2.29 -2.13 -1.23
C 1.28 -3.03 -5.33
C 0.12 4.08 -0.63
C -1.18 4.56 -0.55
C -2.46 1.48 5.26
C 0.83 -0.84 -4.44
C -2.19 1.45 3.76
C -1.19 1.22 -2.95
C 2.88 1.91 1.44
C -4.43 -2.03 -3.43
C 0.42 -2.92 3.09
C 3.02 -3.50 2.70
C 0.93 -4.04 3.73
C 4.27 2.55 3.28
C 1.46 -1.66 -5.37
C 0.38 2.77 -0.29
C 2.56 0.87 3.47
C 3.90 2.69 1.94
C -2.65 2.97 -3.76
C -0.27 3.20 -3.99
C -2.48 -1.25 -2.21
C -3.23 -1.34 -3.39
C -2.99 -1.91 -1.11
C 1.54 -3.33 -0.74
C 3.95 -1.21 -2.69
C -4.91 -2.66 -2.28
C 3.60 0.06 -2.23
C 1.89 -0.10 4.39
C 0.02 -1.39 -3.45
C -2.18 3.70 -0.16
C -1.55 3.69 -4.19
C -0.10 1.98 -3.36
C 3.59 1.63 4.03
C 2.63 0.18 -1.25
C -4.18 -2.62 -1.10
H 5.07 3.15 3.70
H 0.59 3.76 -4.34
H -2.62 0.60 1.11
H -0.50 0.30 3.85
H -0.84 -3.23 -2.71
H 4.09 0.93 -2.63
H -4.99 -2.09 -4.35
H 1.75 -3.66 -6.07
H 2.96 -1.78 1.43
H -4.53 -3.13 -0.21
H 2.72 -5.19 4.01
H 2.56 -0.94 4.61
H 4.42 3.40 1.31
H -2.21 2.70 6.97
H -3.82 1.87 0.88
H -2.45 3.58 5.59
H -1.99 0.64 5.79
H 0.96 0.23 -4.53
H 1.68 0.38 5.35
H -2.47 2.39 3.30
H 2.06 -1.21 -6.15
H 0.32 -4.63 4.39
H -2.86 -0.87 -4.29
H 3.52 -3.30 -2.54
H -1.69 4.63 -4.71
H 1.32 -3.98 -1.58
H 0.60 -3.08 -0.25
H -1.40 5.59 -0.82
H -0.18 1.85 3.39
H 3.84 1.48 5.07
H -5.84 -3.21 -2.31
H -3.65 3.34 -3.92
H 0.91 1.60 -3.22
H -3.21 4.02 -0.15
H 4.08 -3.68 2.54
H 0.98 -0.51 3.98
H 0.27 -4.65 -4.35
H -3.53 1.44 5.44
H -0.97 2.88 5.88
H -3.27 0.93 -0.49
H 4.72 -1.33 -3.44
H -3.35 1.18 -2.84
H -2.89 0.71 3.37
H 2.15 -3.91 -0.04
H 0.91 4.73 -1.00
```

For the HOMO energy, the calculation gives -17.58 eV. The value obtained for the lowest unoccupied orbital energy is -9.882 eV. As for the frontier orbital gap: 7.70 eV. The calculation puts the total energy at -153665.0201 eV. The relative energy (zero: lowest compared OMol25 entry of this formula, charge and spin) comes out at 1.360 eV. The max |F| is 0.539 eV Å⁻¹. As for the charge: +4. Its spin multiplicity is 1.

Atomic partial charges in e from the Löwdin method, atoms 1 to 8: number 1, Sb, carries 1.6014; number 2, Y, carries 1.3722; number 3, Br, carries 0.8352; number 4, Cl, carries 0.6289; number 5, P, carries 1.0611; number 6, N, carries 0.0033; number 7, N, carries -0.0772; number 8, N, carries -0.0926

***

(5)
The following is a DFT calculation (the ωB97M-V functional and the def2-TZVPD basis) of C43H45N5P3PdSe2 as an isolated structure.

```
99
Properties=species:S:1:pos:R:3
Pd 0.60 0.45 -0.23
Se 1.22 -2.02 -1.94
Se 1.18 1.75 -2.32
P 2.22 -0.20 -2.54
P -0.76 -0.84 1.15
P 0.59 1.45 2.14
N -3.14 -0.05 -3.68
N -4.20 -1.67 -2.20
N -0.60 0.21 2.50
N -4.56 1.02 -2.15
N -2.00 -0.90 -1.77
C -1.33 -3.55 1.91
C -1.54 3.40 2.55
C -4.85 -0.75 1.13
C 1.96 1.04 3.31
C 3.66 -0.66 -6.81
C -5.15 -0.18 -0.20
C 5.53 1.67 -1.22
C 3.69 -1.45 -4.57
C -1.14 -0.14 3.79
C 2.37 0.49 -5.19
C -3.99 0.61 -0.86
C 0.29 -4.84 3.13
C 4.06 -1.55 -5.88
C 1.19 -3.81 3.06
C 0.79 -2.65 2.46
C -0.46 -2.49 1.90
C 2.77 0.36 -6.50
C -3.68 1.19 -3.33
C 1.78 0.78 4.65
C 4.44 1.22 -1.93
C -0.95 5.62 3.04
C -3.52 -0.99 1.48
C -1.88 -0.31 -3.15
C 4.23 -0.67 -0.56
C -2.65 -0.06 -0.72
C 3.18 0.75 2.73
C 4.00 -0.05 4.83
C -2.92 -2.10 -1.84
C -2.50 -0.73 0.62
C -0.18 2.99 2.77
C 2.81 -0.39 -4.22
C 4.29 0.30 3.52
C 0.35 5.24 3.44
C -0.97 -4.73 2.49
C -5.25 -1.38 -1.28
C -2.74 1.43 -0.50
C -1.88 4.73 2.52
C 6.11 0.86 -0.22
C -4.14 -1.13 -3.58
C 3.76 0.04 -1.64
C 2.77 0.27 5.46
C 0.73 3.92 3.28
C 5.44 -0.36 0.11
H -5.74 -0.95 1.73
H -2.67 1.65 0.57
H 5.81 -0.96 0.94
H 3.38 0.92 1.70
H -0.37 -0.18 4.62
H 4.19 1.75 -2.89
H -1.38 -1.10 -3.68
H -6.15 -1.19 -1.84
H 4.88 -0.39 5.42
H 1.78 3.51 3.38
H -2.86 5.02 2.30
H 2.21 -3.87 3.42
H 0.92 1.24 5.03
H -5.42 -2.31 -0.74
H -2.81 -2.75 -0.90
H 1.62 1.31 -4.93
H -2.87 1.95 -3.28
H -2.29 2.65 2.35
H -1.75 -1.06 3.73
H 0.97 6.02 3.92
H -1.27 6.69 3.25
H -5.00 1.93 -2.04
H -1.11 -1.14 -1.40
H 1.41 -1.75 2.45
H -2.49 -2.71 -2.64
H -2.46 2.21 -1.25
H 2.40 1.07 -7.21
H -5.14 -0.78 -3.87
H 2.65 0.10 6.53
H -1.83 0.66 4.12
H 3.80 -1.63 -0.27
H 0.47 -5.83 3.61
H -1.69 -5.57 2.54
H 4.66 -2.40 -6.15
H 6.93 1.22 0.33
H -4.30 1.60 -4.09
H -3.78 -1.94 -4.22
H 6.02 2.61 -1.48
H 5.26 0.25 3.03
H -6.04 0.42 -0.17
H -2.30 -3.57 1.49
H 3.98 -2.22 -3.86
H 3.95 -0.87 -7.86
H -1.27 0.61 -3.13
H -3.33 -1.36 2.47
```

For the HOMO energy (alpha / beta), the calculation gives -9.24 / -9.87 eV. The value obtained for the lowest unoccupied orbital energy (alpha / beta) is -1.943 / -3.773 eV. The expectation value of S² is 2.034. As for the frontier orbital gap (alpha / beta): 7.30 / 6.10 eV. The calculation puts the total energy at -214802.6976 eV. The relative energy (zero: lowest compared OMol25 entry of this formula, charge and spin) comes out at 3.614 eV. The max |F| is 3.305 eV Å⁻¹. As for the charge: +1. Its spin multiplicity is 3.

Atomic partial charges in e from the Löwdin method, atoms 1 to 8: number 1, Pd, carries 0.0937; number 2, Se, carries 0.3102; number 3, Se, carries 0.3182; number 4, P, carries 0.1374; number 5, P, carries 0.8973; number 6, P, carries 1.0086; number 7, N, carries -0.1018; number 8, N, carries -0.1149